Record 1
The following is a quantum chemistry calculation of C35H51IrNP2 as an isolated structure, from the OMol25 dataset.

Output
Spin multiplicity: 6
HOMO energy (spin up / spin down): -8.54 / -12.99 eV
⟨S²⟩: 8.825
F_max: 0.0574 hartree/bohr
Lowest unoccupied orbital energy (spin up / spin down): -5.09 / -9.16 eV
Calculated total energy: -60008.4204 eV
M: 740.0 g mol⁻¹
Net charge: +2

Last column: Mulliken spin population.
Geometry (Å):
Ir (0.1868, 1.5969, -0.0844)  1.72
C (1.8554, 2.9369, -0.7463)  0.15
C (0.7456, 3.7444, -0.2947)  0.23
C (1.5426, 2.5193, 1.5223)  0.12
C (2.3516, 2.1966, 0.3866)  0.05
C (0.5538, 3.4772, 1.1101)  0.20
C (2.4529, 2.9548, -2.1139)  0.00
H (1.6934, 3.1953, -2.8639)  0.00
H (2.8999, 1.9838, -2.3498)  0.01
H (3.2435, 3.7158, -2.1751)  0.00
C (3.5324, 1.2952, 0.4510)  0.01
H (3.9506, 1.1186, -0.5473)  0.01
H (3.2577, 0.3376, 0.9164)  0.01
H (4.3106, 1.7433, 1.0837)  0.01
C (1.7704, 2.0041, 2.9006)  -0.02
H (2.7044, 2.4218, 3.3012)  0.01
H (1.8829, 0.9097, 2.8914)  0.00
H (0.9510, 2.2946, 3.5624)  0.00
C (-0.4121, 4.1631, 2.0178)  -0.01
H (0.0551, 5.0555, 2.4611)  0.00
H (-0.7081, 3.4969, 2.8352)  0.01
H (-1.3049, 4.4809, 1.4719)  0.00
C (-0.0033, 4.7581, -1.0912)  -0.01
H (0.4297, 5.7610, -0.9698)  0.01
H (-1.0434, 4.8043, -0.7549)  0.00
H (0.0229, 4.5069, -2.1542)  0.00
C (-2.7622, -1.9884, -3.5463)  0.00
C (-2.7341, -0.9418, -4.3842)  0.01
C (-3.9408, -0.1854, -4.8586)  0.00
C (-5.1089, -0.0655, -3.8415)  0.00
C (-4.7116, 0.1878, -2.4185)  0.00
C (-4.5877, -0.7835, -1.4906)  0.02
C (-4.6367, -2.2545, -1.7902)  0.00
C (-4.0187, -2.7066, -3.1418)  0.00
H (-4.3412, -0.6374, -5.7809)  0.00
H (-5.7494, -0.9529, -3.9292)  0.00
H (-3.6305, 0.8317, -5.1419)  0.00
H (-4.7868, -2.6574, -3.9280)  0.00
H (-1.8291, -2.4812, -3.2425)  0.00
H (-1.7974, -0.6790, -4.8940)  0.00
H (-3.7752, -3.7743, -3.0407)  0.00
H (-4.1073, -2.7870, -0.9874)  0.00
H (-4.5445, -0.5431, -0.4227)  -0.01
H (-5.6745, -2.6230, -1.7517)  0.00
H (-5.7282, 0.7820, -4.1691)  0.00
H (-4.6587, 1.2454, -2.1479)  0.00
P (-0.1594, -0.0418, -1.5849)  0.01
C (1.0944, -1.2638, -1.8643)  0.11
C (-0.6322, 0.9548, -3.0033)  0.02
P (-1.7755, 0.7302, 0.5967)  0.01
C (-1.5918, -0.6663, -0.6138)  0.08
C (-3.0945, 1.8657, 0.1718)  0.04
C (-1.8890, 0.2421, 2.3047)  0.08
H (1.4479, -1.6793, -0.9102)  -0.02
H (1.9380, -0.7811, -2.3786)  0.01
H (0.7066, -2.0792, -2.4922)  0.01
H (-1.5607, 0.5853, -3.4449)  0.06
H (0.1689, 0.9028, -3.7541)  0.01
H (-0.7923, 2.0047, -2.7174)  0.00
H (-2.5860, -0.6004, 2.4013)  0.01
H (-2.2598, 1.0971, 2.8868)  0.00
H (-0.9032, -0.0412, 2.6934)  -0.01
H (-1.3574, -1.6076, -0.0946)  0.02
H (-2.4689, -0.7904, -1.2581)  0.03
H (-3.4707, 2.3220, 1.0979)  0.00
H (-3.9143, 1.3495, -0.3357)  0.01
H (-2.7106, 2.6605, -0.4824)  0.01
C (1.2419, -4.6356, 0.6575)  0.20
C (0.3884, -3.7082, 1.2670)  -0.02
C (0.8981, -2.5149, 1.7677)  0.20
C (2.2965, -2.2600, 1.7328)  0.08
C (3.1188, -3.1515, 0.9929)  0.14
C (2.6043, -4.3486, 0.5120)  -0.02
N (2.8340, -1.1874, 2.4177)  0.84
C (3.6129, -1.3935, 3.5180)  0.15
C (4.7381, -0.5556, 3.7767)  0.16
C (5.6081, -0.8446, 4.8234)  -0.05
C (5.3611, -1.9321, 5.6744)  0.22
C (4.2168, -2.7194, 5.4893)  -0.03
C (3.3398, -2.4429, 4.4500)  0.17
H (0.8428, -5.5871, 0.2963)  0.00
H (-0.6801, -3.9235, 1.3587)  0.00
H (0.2659, -1.7838, 2.2685)  -0.05
H (4.1704, -2.8894, 0.8755)  -0.01
H (3.2680, -5.0634, 0.0217)  0.00
H (4.9131, 0.2842, 3.1011)  0.00
H (6.4875, -0.2176, 4.9837)  0.00
H (6.0534, -2.1634, 6.4851)  0.00
H (3.9987, -3.5520, 6.1566)  0.00
H (2.4339, -3.0321, 4.2968)  0.00

Record 2
The following is a quantum chemistry calculation of C35H52AsOP3RuSe as an isolated structure, from the OMol25 dataset.

Output
Spin multiplicity: 6
HOMO energy (spin up / spin down): -15.48 / -15.81 eV
⟨S²⟩: 8.789
F_max: 0.0961 hartree/bohr
Lowest unoccupied orbital energy (spin up / spin down): -7.74 / -11.68 eV
Calculated total energy: -195788.8512 eV
M: 836.7 g mol⁻¹
Net charge: +3

Last column: Mulliken spin population.
Geometry (Å):
Ru (0.1157, 0.3389, 0.1055)  3.05
P (0.2627, -1.6052, -0.9416)  0.05
P (2.3148, 0.6638, -0.1636)  0.03
P (-2.0989, 0.1019, -0.1301)  -0.01
H (0.3217, 7.8047, -0.5957)  0.00
C (-0.4896, 7.7831, 0.1478)  0.00
C (-0.4806, 6.9173, 1.1475)  0.00
H (0.3188, 6.3008, 1.4662)  0.00
C (0.2187, -1.7097, -2.7670)  0.05
C (1.7426, -2.6198, -0.6606)  0.02
C (-0.9595, -2.9165, -0.5772)  0.02
C (2.5423, 2.4597, 0.0111)  0.05
C (3.3207, 0.0014, 1.1910)  0.03
C (3.1220, 0.3057, -1.7793)  0.01
C (-2.7281, 1.7795, 0.1637)  0.07
C (-2.8430, -0.8704, 1.2130)  0.01
C (-2.8950, -0.3677, -1.7197)  0.00
H (-1.2923, 8.4482, -0.2160)  0.00
H (-1.3781, 6.7290, 1.7290)  0.00
H (0.3315, -2.7675, -3.0323)  0.00
H (1.0389, -1.1559, -3.2245)  0.00
H (-0.7272, -1.3546, -3.1773)  0.00
H (1.6303, -3.5454, -1.2407)  0.00
H (1.7959, -2.8727, 0.3984)  -0.01
H (2.6742, -2.1406, -0.9649)  0.00
H (-0.6508, -3.8229, -1.1102)  0.00
H (-1.9801, -2.6858, -0.8843)  0.00
H (-0.9506, -3.1530, 0.4909)  -0.01
H (3.6117, 2.7102, 0.1086)  0.01
H (2.0056, 2.7654, 0.9227)  -0.01
H (2.1069, 2.9929, -0.8468)  -0.01
H (4.2556, -0.4569, 0.8278)  0.00
H (2.7402, -0.7372, 1.7570)  0.00
H (3.5644, 0.8274, 1.8760)  0.01
H (4.2068, 0.4745, -1.7050)  0.00
H (2.6965, 0.9875, -2.5320)  0.00
H (2.9441, -0.7207, -2.1226)  0.00
H (-3.8289, 1.7834, 0.1776)  0.02
H (-2.3622, 2.4605, -0.6190)  -0.02
H (-2.3371, 2.1110, 1.1381)  0.00
H (-3.9215, -1.0496, 1.0557)  0.01
H (-2.6941, -0.3070, 2.1454)  0.01
H (-2.3418, -1.8397, 1.3292)  0.00
H (-3.9899, -0.3657, -1.5978)  0.00
H (-2.5855, -1.3558, -2.0792)  0.00
H (-2.6078, 0.3785, -2.4779)  0.00
C (-0.4531, 3.3783, -2.8075)  0.21
C (-0.4658, 4.1764, -1.6756)  0.05
C (-0.7611, 5.4979, -1.8793)  0.03
C (-1.0794, 6.0577, -3.1081)  0.18
C (-1.0852, 5.2299, -4.2334)  0.00
C (-0.7696, 3.8867, -4.0715)  0.08
Se (0.0052, 1.5004, -2.5533)  0.92
H (-0.1229, 1.7678, -0.8547)  0.00
H (-0.2583, 3.8449, -0.6588)  -0.07
H (-0.7097, 6.0573, -0.9744)  0.01
H (-1.3199, 7.1168, -3.1713)  0.00
H (-1.3334, 5.6046, -5.2088)  0.00
H (-0.7686, 3.2051, -4.9144)  -0.01
O (0.4786, -1.4892, 1.9981)  0.15
As (0.2496, -2.4704, 3.3676)  0.03
C (1.9720, -2.9674, 4.1344)  0.01
C (2.1353, -3.2433, 5.4972)  0.00
C (3.4111, -3.5801, 5.9770)  0.00
C (4.5029, -3.6145, 5.1028)  0.00
C (4.3286, -3.3763, 3.7379)  0.00
C (3.0529, -3.0488, 3.2518)  0.00
C (-0.7132, -1.4256, 4.6458)  -0.01
C (-2.1126, -1.3446, 4.6153)  0.00
C (-2.7808, -0.6532, 5.6363)  0.00
C (-2.0529, -0.0394, 6.6679)  0.00
C (-0.6534, -0.0121, 6.6110)  0.00
C (0.0253, -0.6736, 5.5775)  0.00
C (-0.4153, -4.1933, 2.7147)  0.00
C (-1.7932, -4.4430, 2.7686)  0.00
C (-2.2909, -5.6435, 2.2454)  0.00
C (-1.4190, -6.5834, 1.6857)  0.00
C (-0.0444, -6.3371, 1.6523)  0.00
C (0.4685, -5.1433, 2.1792)  0.00
H (1.2754, -3.1952, 6.1666)  0.00
H (3.5627, -3.7963, 7.0338)  0.00
H (5.4964, -3.8520, 5.4852)  0.00
H (5.1800, -3.4192, 3.0555)  0.00
H (2.8847, -2.8586, 2.1919)  0.00
H (-2.6740, -1.7908, 3.7902)  0.00
H (-3.8695, -0.6177, 5.6266)  0.00
H (-2.5884, 0.4459, 7.4940)  0.00
H (-0.0874, 0.5098, 7.3862)  0.00
H (1.1115, -0.5996, 5.4895)  0.00
H (-2.4584, -3.7100, 3.2332)  0.00
H (-3.3603, -5.8439, 2.2815)  0.00
H (-1.8140, -7.5236, 1.2974)  0.00
H (0.6358, -7.0732, 1.2240)  0.00
H (1.5435, -4.9490, 2.1842)  0.00

Record 3
The following is a quantum chemistry calculation of C35H52AuNOP as an isolated structure, from the OMol25 dataset.

Output
HOMO energy: -11.15 eV
F_max: 0.0070 hartree/bohr
Lowest unoccupied orbital energy: -2.46 eV
Calculated total energy: -53654.9678 eV
M: 730.7 g mol⁻¹
Net charge: +1

Last column: Löwdin charge in e.
Geometry (Å):
Au (-1.0905, -0.2221, 1.2196)  0.81
C (3.6410, -3.0855, 1.9217)  -0.05
C (3.1121, -3.3839, 0.5194)  -0.37
C (4.2693, -3.6722, -0.4419)  -0.05
C (2.2485, -2.2728, -0.0410)  -0.19
C (1.0721, -2.5585, -0.7081)  -0.01
C (0.2969, -1.5838, -1.3401)  -0.16
C (-0.8073, -2.1600, -2.2177)  -0.37
C (-2.0409, -1.3129, -2.4646)  -0.06
C (-0.2041, -2.6187, -3.5518)  -0.04
C (0.6806, -0.2343, -1.2359)  -0.11
C (1.9280, 0.0679, -0.6336)  -0.13
C (2.6648, -0.9447, -0.0299)  -0.01
C (2.6016, 1.4281, -0.7595)  -0.37
C (3.5717, 1.4166, -1.9492)  -0.04
C (3.3763, 1.8397, 0.4954)  -0.07
C (-0.0715, 0.8630, -1.9579)  -0.19
C (0.2493, 0.9729, -3.3132)  -0.05
C (-0.2881, 1.9471, -4.1345)  -0.04
C (-1.1694, 2.8715, -3.6003)  -0.05
C (-1.5106, 2.7781, -2.2636)  -0.10
C (-1.0068, 1.7806, -1.4219)  -0.27
P (-1.6399, 1.7748, 0.3084)  1.00
C (-0.8177, 3.2051, 1.1786)  -0.67
C (-0.8498, 4.5127, 0.3840)  -0.07
C (-1.4372, 3.4038, 2.5680)  -0.09
C (0.6438, 2.8066, 1.3787)  -0.12
C (-3.5272, 2.0027, 0.3478)  -0.66
C (-4.0464, 3.4385, 0.1853)  -0.08
C (-4.0409, 1.4746, 1.6985)  -0.12
C (-4.1734, 1.1280, -0.7305)  -0.09
H (4.2322, -3.9240, 2.2903)  0.09
H (2.8286, -2.9156, 2.6331)  0.05
H (4.2857, -2.2060, 1.9281)  0.08
H (2.4877, -4.2814, 0.5744)  0.13
H (4.9200, -2.7994, -0.5296)  0.09
H (3.9024, -3.9185, -1.4390)  0.08
H (4.8715, -4.5068, -0.0810)  0.08
H (0.7536, -3.5952, -0.7839)  0.13
H (-1.1459, -3.0604, -1.6937)  0.12
H (-1.8513, -0.4689, -3.1275)  0.08
H (-2.4307, -0.9252, -1.5277)  0.03
H (-2.8136, -1.9300, -2.9285)  0.09
H (0.1451, -1.7593, -4.1284)  0.07
H (-0.9569, -3.1363, -4.1486)  0.09
H (0.6406, -3.2911, -3.4031)  0.08
H (3.6208, -0.6957, 0.4116)  0.12
H (1.8356, 2.1768, -0.9714)  0.11
H (4.3497, 0.6663, -1.7934)  0.09
H (4.0558, 2.3892, -2.0512)  0.09
H (3.0700, 1.1900, -2.8866)  0.07
H (4.3023, 1.2711, 0.5905)  0.08
H (2.7997, 1.6956, 1.4081)  0.06
H (3.6591, 2.8917, 0.4308)  0.10
H (0.9430, 0.2536, -3.7286)  0.12
H (-0.0100, 1.9885, -5.1794)  0.12
H (-1.5922, 3.6557, -4.2137)  0.11
H (-2.1912, 3.5113, -1.8640)  0.08
H (-1.8550, 4.8553, 0.1482)  0.07
H (-0.2843, 4.4279, -0.5452)  0.08
H (-0.3736, 5.2870, 0.9899)  0.10
H (-2.4395, 3.8249, 2.5322)  0.07
H (-0.8085, 4.1062, 3.1191)  0.09
H (-1.4641, 2.4707, 3.1345)  0.08
H (1.1586, 2.7336, 0.4277)  0.04
H (0.7451, 1.8578, 1.9120)  0.05
H (1.1424, 3.5819, 1.9656)  0.11
H (-3.7068, 4.1032, 0.9764)  0.07
H (-5.1365, 3.4013, 0.2451)  0.09
H (-3.8059, 3.8854, -0.7742)  0.07
H (-3.6490, 2.0134, 2.5557)  0.06
H (-3.8060, 0.4168, 1.8229)  0.05
H (-5.1280, 1.5822, 1.7085)  0.09
H (-3.8673, 1.3950, -1.7418)  0.08
H (-5.2570, 1.2455, -0.6602)  0.10
H (-3.9547, 0.0794, -0.5567)  0.06
O (1.0938, -0.4245, 2.7487)  -0.12
C (0.7875, -1.5239, 3.5774)  -0.19
C (-0.0386, -2.6023, 2.9042)  -0.24
C (0.0678, -3.9271, 3.3034)  0.00
C (-0.7277, -4.8860, 2.7044)  -0.03
C (-1.6114, -4.4986, 1.7065)  -0.03
C (-1.6608, -3.1672, 1.3546)  -0.12
N (-0.8931, -2.2367, 1.9436)  -0.03
H (1.6812, -0.6991, 2.0245)  0.06
H (0.2150, -1.1171, 4.4138)  0.14
H (1.6880, -1.9808, 3.9952)  0.11
H (0.7743, -4.1919, 4.0785)  0.13
H (-0.6585, -5.9222, 3.0069)  0.12
H (-2.2488, -5.2122, 1.2050)  0.12
H (-2.3245, -2.8166, 0.5758)  0.11